No. 1
DFT (the ωB97M-V functional and the def2-TZVPD basis) results for one molecule with the formula CH4N2O2 at a distorted geometry.

Summary:
- SMILES: [H]/N=[N+](/[O-])OC
- Orbital gap: 0.406 Eh
- Multiplicity: 1
- HOMO level: -0.3836 Eh
- LUMO level: 0.61 eV

Element x y z (Å)
N -2.789 -0.687 -0.165
H -2.706 -1.472 -0.795
O -1.667 1.088 0.720
O -0.500 -0.430 -0.482
H 0.528 1.392 -0.778
N -1.759 0.061 0.084
H 0.523 0.974 0.730
H 1.398 -0.148 -0.174
C 0.571 0.465 -0.234

Forces on atoms 1 to 6 (eV/Å):
N 1.164 3.237 1.719
H 1.439 0.077 -0.117
O -0.919 -1.071 -0.442
O -1.058 0.405 0.280
H 0.438 -0.232 -1.608
N -1.056 -2.351 -1.347

Atom charges from the Löwdin analysis, given in e for atoms 1 to 4: number 1, N, carries 0.16; number 2, H, carries 0.07; number 3, O, carries 0.04; number 4, O, carries -0.07

***

No. 2
DFT (the ωB97M-V functional and the def2-TZVPD basis) results for CH4N2O2 as an isolated structure at a distorted geometry.

Summary:
- Orbital gap (spin up / spin down): 0.305 / 0.305 Eh
- Multiplicity: 1
- HOMO level (spin up / spin down): -0.3184 / -0.3182 Eh
- LUMO level (spin up / spin down): -0.35 / -0.35 eV

Element x y z (Å)
N -0.972 0.349 0.108
O -0.918 1.421 0.630
N -2.441 -0.774 -0.127
H 2.005 -0.178 -1.014
C 1.353 0.167 -0.043
H 1.199 1.232 -0.007
O 0.041 -0.379 -0.266
H 1.655 -0.239 0.889
H -1.922 -1.599 -0.170

Forces on atoms 1 to 6 (eV/Å):
N -5.144 -1.988 0.643
O 0.783 -1.569 -1.144
N 0.513 4.879 0.765
H -1.561 0.883 2.752
C 0.750 -0.417 -3.027
H 0.644 0.401 0.025

Atom charges from the Löwdin analysis, given in e for atoms 1 to 4: number 1, N, carries -0.25; number 2, O, carries 0.10; number 3, N, carries 0.08; number 4, H, carries 0.16

***

No. 3
DFT (the ωB97M-V functional and the def2-TZVPD basis) results for one molecule with the formula CH4N2O2 at a distorted geometry.

Summary:
- SMILES: NC[N+](=O)[O-]
- Orbital gap: 0.372 Eh
- Multiplicity: 1
- HOMO level: -0.3732 Eh
- LUMO level: -0.03 eV

Element x y z (Å)
O -2.125 0.776 -0.058
H 0.403 0.750 -1.294
H 1.757 -0.158 0.845
C 0.145 0.476 -0.204
H 0.375 1.400 0.466
N -1.229 -0.048 -0.115
N 1.212 -0.518 0.085
O -1.368 -1.258 -0.058
H 0.831 -1.421 0.334

Forces on atoms 1 to 6 (eV/Å):
O 0.380 -0.401 -0.287
H -1.417 0.008 1.507
H 0.208 -0.188 0.423
C 3.867 1.081 -0.933
H -1.335 -1.538 -1.267
N -0.661 0.051 0.834

Atom charges from the Löwdin analysis, given in e for atoms 1 to 4: number 1, O, carries 0.07; number 2, H, carries 0.15; number 3, H, carries 0.05; number 4, C, carries -0.17

***

No. 4
DFT (the ωB97M-V functional and the def2-TZVPD basis) results for a 2-piece molecular cluster, CH4N2O2S overall at a distorted geometry.

Summary:
- Orbital gap: 0.329 Eh
- Multiplicity: 1
- HOMO level: -0.3166 Eh
- LUMO level: 0.35 eV

Element x y z (Å)
S -0.845 0.561 -0.042
O 1.630 -1.977 -1.587
H 2.329 0.365 0.546
C 0.612 -2.254 -1.117
H -1.177 1.448 0.988
N 0.497 -0.138 0.377
N -0.484 -2.666 -0.881
O 1.498 0.812 0.755
H -0.506 1.675 -0.824
H -1.024 -2.702 -0.046

Forces on atoms 1 to 6 (eV/Å):
S 0.659 1.407 0.492
O 1.052 0.318 -0.173
H -0.201 -0.116 -0.066
C 0.194 -0.146 -0.357
H -0.099 -0.253 -0.396
N 0.089 -0.720 -0.020

Atom charges from the Löwdin analysis, given in e for atoms 1 to 4: number 1, S, carries 0.88; number 2, O, carries 0.14; number 3, H, carries 0.08; number 4, C, carries -0.50

***

No. 5
DFT (the ωB97M-V functional and the def2-TZVPD basis) results for a 2-piece molecular cluster, CH4N2O2S overall at a distorted geometry.

Summary:
- Orbital gap: 0.369 Eh
- Multiplicity: 1
- HOMO level: -0.3382 Eh
- LUMO level: 0.84 eV

Element x y z (Å)
O -0.891 1.431 0.472
S 0.150 1.579 -0.737
H -0.120 -2.902 0.060
H 0.765 -0.201 -1.924
N -0.779 -2.363 0.591
O 1.551 1.400 0.203
N 0.061 0.212 -1.348
C -1.404 -1.421 0.863
H -0.995 0.440 0.795
H 1.662 1.824 1.025

Forces on atoms 1 to 6 (eV/Å):
O -0.484 -0.866 0.441
S 0.469 -1.050 2.127
H -0.178 -0.076 0.216
H 0.328 0.351 -0.481
N 0.028 0.167 -0.293
O 0.274 -0.947 -2.208

Atom charges from the Löwdin analysis, given in e for atoms 1 to 4: number 1, O, carries -0.38; number 2, S, carries 0.84; number 3, H, carries 0.09; number 4, H, carries 0.00

***

No. 6
DFT (the ωB97M-V functional and the def2-TZVPD basis) results for one molecule with the formula CH4N2O2S at a distorted geometry.

Summary:
- Orbital gap (spin up / spin down): 0.323 / 0.294 Eh
- Multiplicity: 1
- HOMO level (spin up / spin down): -0.3459 / -0.3019 Eh
- LUMO level (spin up / spin down): -0.62 / -0.22 eV

Element x y z (Å)
H -1.818 0.449 -0.826
N -1.304 0.757 -0.089
H 0.044 -0.977 -1.304
N 0.602 -0.721 -0.479
H -1.171 -1.054 0.597
O -0.867 1.959 -0.309
C -0.402 -0.268 0.478
O 2.635 -0.105 0.956
S 2.207 -0.167 -0.441
H 0.075 0.127 1.418

Forces on atoms 1 to 6 (eV/Å):
H -2.384 -1.358 -2.590
N 3.223 2.455 2.080
H 1.632 0.031 -0.183
N -1.275 -0.057 0.683
H 0.917 -0.252 0.703
O -0.144 -0.759 0.489

Atom charges from the Löwdin analysis, given in e for atoms 1 to 4: number 1, H, carries 0.08; number 2, N, carries -0.13; number 3, H, carries 0.10; number 4, N, carries -0.33

***

No. 7
DFT (the ωB97M-V functional and the def2-TZVPD basis) results for one molecule with the formula CH4N2O2S at a distorted geometry.

Summary:
- SMILES: O=C(NO)NS
- Orbital gap: 0.353 Eh
- Multiplicity: 1
- HOMO level: -0.3515 Eh
- LUMO level: 0.05 eV

Element x y z (Å)
O 0.939 -0.600 -0.576
H -0.018 -1.233 2.336
H -0.537 1.791 -1.431
H -1.478 0.620 1.073
O 1.366 2.043 -1.267
S -0.873 -1.711 1.059
N 0.197 1.663 -0.747
C 0.233 0.324 -0.199
N -0.984 -0.018 0.529
H 1.666 1.193 -1.464

Forces on atoms 1 to 6 (eV/Å):
O 0.778 2.444 0.566
H -1.822 -1.680 -2.696
H -0.363 -0.317 0.193
H -0.664 1.176 1.001
O 1.355 1.863 -0.425
S 1.118 3.085 3.313

Atom charges from the Löwdin analysis, given in e for atoms 1 to 4: number 1, O, carries 0.00; number 2, H, carries 0.00; number 3, H, carries 0.14; number 4, H, carries 0.04

***

No. 8
DFT (the ωB97M-V functional and the def2-TZVPD basis) results for CH4N2O2S as an isolated structure at a distorted geometry.

Summary:
- Orbital gap: 0.342 Eh
- Multiplicity: 1
- HOMO level: -0.3424 Eh
- LUMO level: -0.01 eV

Element x y z (Å)
S -2.482 -0.185 -0.048
H -2.521 -0.753 1.615
N 1.090 0.509 0.414
H 0.021 -1.412 -0.570
C -0.179 0.704 -0.031
O 1.777 -0.770 -0.077
H 1.802 1.193 0.395
H 1.897 -0.606 -1.159
O -0.632 1.844 -0.274
N -0.772 -0.524 -0.265

Forces on atoms 1 to 6 (eV/Å):
S 0.860 -3.336 3.285
H -0.138 1.297 -3.713
N 2.400 -2.759 -0.117
H -3.725 3.216 1.689
C 0.122 1.434 -2.192
O -0.888 2.562 -3.160

Atom charges from the Löwdin analysis, given in e for atoms 1 to 4: number 1, S, carries 0.68; number 2, H, carries 0.03; number 3, N, carries 0.06; number 4, H, carries 0.23

***

No. 9
DFT (the ωB97M-V functional and the def2-TZVPD basis) results for a 2-piece molecular cluster, CH4N2O3 overall at a distorted geometry.

Summary:
- Orbital gap (spin up / spin down): 0.276 / 0.327 Eh
- Multiplicity: 1
- HOMO level (spin up / spin down): -0.3228 / -0.3711 Eh
- LUMO level (spin up / spin down): -1.29 / -1.21 eV

Element x y z (Å)
H -1.214 1.082 -0.956
H -0.177 -0.096 1.585
N 1.193 0.309 -0.114
O -0.252 -1.698 -0.672
C -0.118 0.298 0.505
O 1.327 0.875 -1.167
H -2.106 0.743 0.451
H 0.547 -2.135 -0.259
N -1.172 0.945 0.062
O 1.971 -0.322 0.565

Forces on atoms 1 to 6 (eV/Å):
H 0.249 0.132 0.558
H 0.570 0.674 -2.081
N -1.744 -0.100 0.850
O 1.224 1.069 1.779
C -1.555 -3.044 1.618
O 0.514 0.224 -0.279

Atom charges from the Löwdin analysis, given in e for atoms 1 to 4: number 1, H, carries 0.14; number 2, H, carries 0.18; number 3, N, carries -0.44; number 4, O, carries -0.24

***

No. 10
DFT (the ωB97M-V functional and the def2-TZVPD basis) results for one molecule with the formula CH4N2O3 at a distorted geometry.

Summary:
- SMILES: N[C@@H](O)[N+](=O)[O-]
- Orbital gap: 0.398 Eh
- Multiplicity: 1
- HOMO level: -0.3901 Eh
- LUMO level: 0.22 eV

Element x y z (Å)
N 0.558 1.212 0.047
H 1.330 0.627 0.380
H 1.028 -0.444 -1.547
O -0.578 -0.620 1.814
H 0.269 1.868 0.785
O 0.051 -0.290 -1.542
O -0.413 -2.164 0.259
H -1.399 0.659 -0.480
N -0.480 -1.047 0.640
C -0.367 0.199 -0.355

Forces on atoms 1 to 6 (eV/Å):
N 0.215 -0.939 1.133
H 0.367 1.084 0.295
H -1.189 0.287 0.076
O -0.077 -1.506 -1.464
H -0.024 -0.858 -0.333
O 0.697 -1.056 -1.226

Atom charges from the Löwdin analysis, given in e for atoms 1 to 4: number 1, N, carries 0.09; number 2, H, carries 0.10; number 3, H, carries 0.14; number 4, O, carries 0.02

***

No. 11
DFT (the ωB97M-V functional and the def2-TZVPD basis) results for one molecule with the formula CH4N2O3S at a distorted geometry.

Summary:
- Orbital gap: 0.367 Eh
- Multiplicity: 1
- HOMO level: -0.3605 Eh
- LUMO level: 0.18 eV

Element x y z (Å)
O 1.679 0.756 -0.859
H 2.508 -1.303 -1.031
O 1.742 0.510 1.669
C -1.019 0.837 0.603
H -2.409 -0.132 -0.504
N -2.264 0.557 0.225
H -2.965 1.252 0.134
N -0.271 -0.278 0.267
O 2.012 -1.648 -0.195
S 1.376 0.076 0.353
H -0.389 -0.626 -0.662

Forces on atoms 1 to 6 (eV/Å):
O 0.649 0.992 -0.025
H -1.171 -0.888 2.072
O -0.191 -0.969 -1.554
C -1.018 -0.648 0.619
H -0.136 -0.653 0.176
N 0.389 0.145 -1.126

Atom charges from the Löwdin analysis, given in e for atoms 1 to 4: number 1, O, carries -0.30; number 2, H, carries 0.08; number 3, O, carries -0.25; number 4, C, carries -0.17

***

No. 12
DFT (the ωB97M-V functional and the def2-TZVPD basis) results for a 2-piece molecular cluster, CH4N2O3S2 overall at a distorted geometry.

Summary:
- Orbital gap: 0.287 Eh
- Multiplicity: 1
- HOMO level: -0.3280 Eh
- LUMO level: -1.11 eV

Element x y z (Å)
H -0.568 -1.223 0.088
H 0.538 -0.195 -1.336
S 0.519 1.991 1.969
H 0.834 -1.787 -1.423
O 2.302 -0.045 1.504
O -2.291 0.952 -0.566
O -1.163 -0.843 0.812
N -0.328 1.616 0.697
H 0.100 -0.996 -2.613
S -1.783 0.703 0.720
C 1.638 0.862 1.772
N 0.203 -1.035 -1.623

Forces on atoms 1 to 6 (eV/Å):
H -1.290 1.293 0.212
H 1.410 3.012 1.123
S -0.663 1.235 1.054
H 0.615 -0.115 0.068
O -0.603 1.328 0.148
O -0.998 0.476 -2.632

Atom charges from the Löwdin analysis, given in e for atoms 1 to 4: number 1, H, carries 0.03; number 2, H, carries -0.03; number 3, S, carries 0.91; number 4, H, carries 0.04

***

Respective relative energy (zero: lowest compared OMol25 entry of this formula, charge and spin) values: 421.1; 712.5; 288.2; 350.5; 284.9; 365.6; 283.8; 448.3; 372.6; 117.4; 303.7; 111.3 kJ/mol.